Record 1
11 unconnected molecules or ions with the total composition H21O11, computed with ωB97M-V/def2-TZVPD.

Each line ends with the Löwdin charge.
Atoms and positions in Å:
O 2.761177 0.775710 -3.306965  -0.131
H 1.841525 1.087896 -3.234394  0.009
H -0.909100 0.048582 -3.728233  0.061
O -1.072844 0.659934 -2.996285  -0.064
H 1.376304 -0.738112 -0.979899  0.017
H 0.458548 2.602996 0.218167  -0.013
O -3.886539 -1.452619 2.508686  -0.075
H 2.457963 -1.632660 -1.082487  0.070
H -3.919976 0.894062 -2.217188  0.022
O 1.407849 1.149835 2.585338  -0.105
H -2.785407 1.422583 -3.182177  -0.019
H -0.549106 0.805095 0.471351  -0.054
O -1.705754 -4.095750 -1.434550  -0.058
H 0.292222 -0.808361 2.186703  -0.011
H 2.767236 0.355187 -2.392957  0.011
O -3.653296 1.047911 -3.120316  -0.074
H -0.318806 -0.573809 3.609032  0.045
H -0.276582 3.121697 1.400428  0.006
O -0.091687 3.367269 0.490644  -0.115
H -3.710621 -1.105607 1.612799  0.044
O 2.020417 -0.984732 -1.674904  -0.091
H -3.041220 -1.298462 2.944985  0.015
H 3.064069 -0.480014 3.783610  0.052
O 3.760795 0.166361 3.575940  -0.087
H 3.517669 0.882105 2.915814  0.050
H -0.423888 0.693677 -2.271165  0.036
O -0.074109 -1.270129 2.955042  -0.100
H -1.393249 -3.684271 -2.241445  0.029
H 2.318143 1.161151 2.819916  -0.060
O 0.388224 0.722497 0.276690  -0.401
H -1.040278 -4.515240 -0.888157  0.029
H 1.178453 0.937828 1.639555  -0.037

Atoms 1-2, force components in eV/Å:
-0.626 0.253 1.437
0.398 0.174 -0.634

Summary:
LUMO level ... 2.62 eV
Charge ... -1
Multiplicity ... 1
Kohn-Sham gap ... 8.600 eV

---

Record 2
A molecular structure, C15H18FeNO4, computed with ωB97M-V/def2-TZVPD.

Each line ends with the Löwdin charge.
Atoms and positions in Å:
C 0.540542 0.363694 2.402697  0.000
N 1.631757 0.308757 1.464241  -0.081
C 2.325731 -0.971495 1.314500  -0.099
C 3.780042 -0.866902 1.745664  -0.144
O 4.383439 0.302292 1.200075  -0.100
C 3.778861 1.499992 1.677163  -0.145
C 2.328104 1.579844 1.231225  -0.096
H 0.799180 0.981038 3.273897  0.125
H -0.331920 0.800952 1.899198  0.114
H 0.301228 -0.646562 2.744891  0.109
H 1.790316 -1.711473 1.920324  0.139
H 2.267702 -1.278648 0.254414  0.140
H 3.820533 -0.869820 2.852914  0.143
H 4.364410 -1.701942 1.332821  0.150
H 3.813339 1.563437 2.781824  0.142
H 4.367316 2.308953 1.223184  0.150
H 2.264885 1.813891 0.152393  0.137
H 1.791280 2.356171 1.791760  0.146
O -5.781884 -1.488403 -3.008277  0.136
C -4.850472 -1.113437 -2.417651  -0.141
Fe -3.160626 -0.968529 -2.089006  0.181
C -2.625996 -2.597324 -2.536829  -0.111
O -2.259536 -3.511459 -3.153049  0.155
C -2.732824 -0.354637 -3.665774  -0.137
O -2.547197 -0.252307 -4.810599  0.147
C 0.209636 0.217560 -0.602032  -0.143
C -0.379197 1.464711 -0.878822  -0.075
C -1.659020 1.701460 -1.359847  -0.084
C -2.853709 0.969815 -1.114161  -0.156
C -2.935077 -0.147978 -0.230896  -0.190
C -1.900157 -1.115928 -0.186368  -0.142
C -0.528038 -0.962589 -0.484436  -0.106
H 1.280397 0.141778 -0.754353  0.097
H 0.300510 2.326135 -0.807773  0.108
H -1.803962 2.634670 -1.926479  0.123
H -3.786947 1.505590 -1.363462  0.132
H -3.860235 -0.313510 0.331568  0.132
H -2.174493 -2.058787 0.307321  0.126
H 0.032086 -1.909023 -0.512259  0.115

Atoms 1-2, force components in eV/Å:
-0.659 -0.305 0.334
0.837 0.154 1.371

Summary:
LUMO level (alpha / beta) ... -2.99 / -6.81 eV
Charge ... +1
Multiplicity ... 5
Kohn-Sham gap (alpha / beta) ... 6.089 / 4.847 eV

---

Record 3
C3H4N2O2 in the gas phase, computed with ωB97M-V/def2-TZVPD.

Each line ends with the Löwdin charge.
Atoms and positions in Å:
C 0.479008 0.250822 0.576194  -0.394
C 0.851054 0.845970 -0.752761  -0.254
C -0.826084 -0.606881 -0.025721  -0.512
N 1.581941 0.223091 -1.508134  0.214
N -0.709380 -1.674706 -0.564522  0.258
O -1.887046 0.164923 0.276863  0.102
O 1.268773 -0.488587 1.243906  0.059
H -0.155556 0.834151 1.304757  0.166
H 0.244054 1.773642 -0.922656  0.145
H -2.536965 -0.184660 -0.238426  0.063
H 1.690200 -1.137764 0.610498  0.153

Atoms 1-2, force components in eV/Å:
-5.696 1.015 -0.833
-0.604 1.445 0.720

Summary:
LUMO level (alpha / beta) ... -1.06 / -1.62 eV
Multiplicity ... 1
Kohn-Sham gap (alpha / beta) ... 8.516 / 8.321 eV

---

Record 4
C14H12BrN3O3 in the gas phase, computed with ωB97M-V/def2-TZVPD.

Each line ends with the Löwdin charge.
Atoms and positions in Å:
O -0.250654 -0.076569 -3.941379  0.067
C -0.267582 0.074358 -2.723375  -0.395
N 0.741526 -0.486443 -1.993494  0.203
C 0.728767 -0.472870 -0.589066  -0.202
C 1.698572 -1.392086 0.130744  -0.266
C 2.321670 -0.848913 1.398575  -0.105
C 3.614176 -1.654955 1.579806  -0.329
O 3.451464 -2.699176 2.560346  -0.060
C 3.810106 -2.348262 0.202072  -0.134
N 2.886157 -1.642765 -0.691248  -0.030
N -0.176875 0.221871 0.062833  0.191
C -1.201118 0.788365 -0.671008  -0.140
C -1.312961 0.768105 -2.023869  -0.085
O -2.446297 1.437210 -2.453958  0.126
C -3.148892 1.810755 -1.313509  -0.156
C -4.366102 2.476148 -1.108382  0.011
C -4.856814 2.773789 0.177798  -0.116
C -4.121951 2.293740 1.277578  -0.682
Br -4.790550 2.703167 3.010697  0.717
C -2.878384 1.657837 1.104775  -0.035
C -2.400328 1.433200 -0.197987  -0.097
H 1.326209 -1.182474 -2.427922  0.152
H 1.180910 -2.347441 0.409590  0.179
H 1.628079 -1.009213 2.206048  0.116
H 2.548300 0.208979 1.293336  0.123
H 4.449801 -0.996426 1.860613  0.141
H 3.301866 -2.348161 3.469378  0.109
H 3.616074 -3.421818 0.233949  0.123
H 4.838447 -2.259068 -0.181106  0.122
H 3.254553 -0.765569 -1.006939  0.111
H -5.000714 2.680841 -1.942280  0.108
H -5.826775 3.317966 0.290617  0.118
H -2.350680 1.305879 1.996765  0.115

Atoms 1-2, force components in eV/Å:
-0.032 0.091 0.219
-0.919 0.169 -3.941

Summary:
LUMO level ... -0.03 eV
SMILES string ... O=c1[nH]c([C@@H]2C[C@@H](O)CN2)nc2c1oc1ccc(Br)cc12
Multiplicity ... 1
Kohn-Sham gap ... 8.743 eV

---

Record 5
C4H8O2 in the gas phase, computed with ωB97M-V/def2-TZVPD.

Each line ends with the Löwdin charge.
Atoms and positions in Å:
C 0.357259 -1.010399 -1.504440  -0.030
C -0.438084 -0.201877 -0.492171  -0.320
O -0.734147 -0.996083 0.668915  -0.091
C -0.531844 0.112399 1.548244  -0.125
C -0.035946 1.017563 0.404617  -0.290
O 1.238612 1.586627 0.466487  -0.005
H 1.138155 -1.617097 -1.036385  0.081
H -0.352919 -1.706808 -1.969953  0.082
H 0.785169 -0.398431 -2.303632  0.082
H -1.363616 0.111394 -0.986435  0.135
H 0.206090 -0.113106 2.326741  0.122
H -1.470578 0.440204 2.013957  0.119
H -0.694418 1.869321 0.218175  0.143
H 1.896269 0.906292 0.645880  0.098

Atoms 1-2, force components in eV/Å:
0.023 0.090 0.052
-0.098 0.025 -0.405

Summary:
LUMO level ... 0.87 eV
SMILES string ... C[C@H]1OC[C@H]1O
Multiplicity ... 1
Kohn-Sham gap ... 10.636 eV

---

Energy above the lowest of the compared OMol25 structures with the same formula, charge and spin list, top to bottom, in eV: 2.753; 0.065; 6.602; 0.000; 2.089
Total energy list, top to bottom, in eV: -22864.1816; -59901.2075; -10245.6627; -95367.6774; -8371.1930